Formula: C11H34BF4O10
Source: the Open Molecules 2025 dataset
Level of theory: ωB97M-V with the def2-TZVPD basis set

Last column: Löwdin charge in e.
Element x y z (Å)
B -0.78253 -1.17917 0.23801  -1.389
F 0.25048 -1.06307 -0.66678  0.096
F -2.00921 -1.07464 -0.35384  0.127
F -0.68733 -2.39935 0.95961  0.047
F -0.57822 -0.23964 1.19467  0.120
O -0.41269 -3.54464 5.92429  -0.054
H 0.18268 -3.65234 5.18256  0.033
H 0.13245 -3.17247 6.61751  0.021
C -10.21442 -3.26192 -0.43950  -0.262
C -8.94824 -4.02361 -0.86046  -0.233
O -7.98829 -2.97466 -0.88364  -0.039
O -10.11113 -3.08960 0.97524  -0.075
H -11.16669 -3.76454 -0.60878  0.100
H -10.43371 -2.32177 -0.94560  0.111
H -9.18806 -4.48220 -1.81978  0.114
H -8.87119 -4.79872 -0.09798  0.121
H -7.95196 -2.91136 -1.84087  0.083
H -10.83455 -2.60772 1.38276  0.080
C 5.85037 -0.75218 0.29592  -0.221
C 7.32486 -1.11097 -0.01906  -0.217
O 8.17937 -1.40556 1.11918  -0.088
O 5.22385 -1.98394 0.68163  -0.080
H 5.36185 -0.38462 -0.60649  0.113
H 5.64198 -0.03088 1.08610  0.118
H 7.77423 -0.46979 -0.77737  0.109
H 7.44747 -2.07267 -0.51726  0.110
H 7.60936 -1.93516 1.68151  0.070
H 4.31900 -1.68954 0.80887  0.086
C 0.43029 -4.12364 -5.48252  -0.230
C 1.03547 -2.88391 -6.31834  -0.199
O 0.85764 -1.53983 -5.77858  -0.092
O -0.83816 -3.66850 -5.13138  -0.061
H 1.11095 -4.33001 -4.65656  0.105
H 0.45117 -5.05053 -6.05571  0.110
H 0.64665 -2.78380 -7.33170  0.106
H 2.10341 -3.02561 -6.48423  0.093
H 0.99974 -1.37117 -4.84425  0.085
H -0.75769 -2.81961 -4.69035  0.083
C 3.18935 2.70556 6.38318  -0.258
C 2.36495 1.46850 6.34732  -0.268
O 2.53724 0.59070 7.43543  -0.059
O 4.55851 2.42160 6.04580  -0.062
H 3.04639 3.17162 7.35809  0.115
H 2.75851 3.43641 5.69882  0.117
H 2.62784 0.96578 5.41659  0.126
H 1.29778 1.68700 6.38602  0.129
H 3.40062 0.17628 7.36879  0.083
H 4.95282 3.25576 5.78065  0.077
C -0.60090 5.86028 -0.84694  -0.047
C 0.11283 6.55372 -2.12100  -0.428
C 0.35940 5.60741 -3.30461  -0.060
O -0.80071 7.55288 -2.61675  -0.091
H 0.15772 5.26902 -0.33409  0.065
H -1.40500 5.15809 -1.06703  0.072
H -1.02563 6.59896 -0.16719  0.061
H 0.99183 7.05959 -1.72155  0.120
H -0.56458 5.30276 -3.79609  0.079
H 0.84340 4.70893 -2.92174  0.080
H 0.86128 6.07530 -4.15154  0.071
H -0.82274 8.36720 -2.10881  0.077

Summary:
Highest occupied orbital energy, eV: -7.34
2S+1: 1
Total energy, hartree: -1616.36347
Net charge: -1

Formula: C3H8N2O
Source: the Open Molecules 2025 dataset
Level of theory: ωB97M-V with the def2-TZVPD basis set

Last column: Löwdin charge in e.
Element x y z (Å)
C 0.85933 1.59504 -0.57463  -0.171
C 0.12797 -0.63352 -0.09884  -0.457
C 0.53476 -2.09180 -0.10656  -0.040
H -0.19761 1.82453 -0.63604  0.021
H 1.47892 2.08861 0.41803  0.156
H 1.30440 1.94945 -1.67688  0.124
H 0.58588 -2.71496 0.92143  0.127
H -0.19773 -2.50024 -0.92323  0.106
H 1.38407 -2.15697 -0.73432  0.042
H -1.54688 -0.85748 1.01080  0.166
H -1.33216 1.77148 0.49702  0.080
N 0.98531 0.19497 -0.49214  -0.019
N -1.16528 -0.21788 0.23548  -0.032
O -1.16894 0.94221 0.95000  -0.102

Summary:
Highest occupied orbital energy, eV: -8.83
2S+1: 1
Total energy, hartree: -303.70456
Net charge: 0
SMILES: C/N=C(/C)NO

Formula: C3H7N2O2
Source: the Open Molecules 2025 dataset
Level of theory: ωB97M-V with the def2-TZVPD basis set

Last column: Löwdin charge in e.
Element x y z (Å)
C -0.20093 -0.39819 2.00462  -0.179
C 0.25524 0.11270 -0.55723  -0.216
C 0.64855 -0.75848 0.83571  0.019
N 1.21555 0.15260 -1.48184  0.202
N -0.94062 0.60185 -0.54996  0.089
O -1.25511 0.13462 1.79753  0.086
O -1.48635 1.25904 -1.69186  0.109
H 0.14754 -0.86656 2.97936  0.167
H 1.65052 -0.27486 0.95575  0.142
H 0.71066 -1.76653 0.70043  0.097
H 2.14456 -0.31879 -1.30977  0.171
H 0.92655 0.50846 -2.41467  0.155
H -1.43382 0.50957 0.27672  0.069
H -2.38234 1.10456 -1.54479  0.091

Summary:
Highest occupied orbital energy, eV: -15.03
2S+1: 1
Total energy, hartree: -378.16339
Net charge: +1
SMILES: N/C(CC=O)=[NH+]\O